# 1
Density functional theory data (wB97M-V/def2-TZVPD) for a 2-piece molecular cluster, C5H13NO3 overall at a distorted geometry.

Results
net charge = 0
relative energy (zero: lowest compared OMol25 entry of this formula, charge and spin) = 2.189 eV
DFT total energy = -13027.042 eV
LUMO energy = 0.03424 Ha
SMILES = C1OCOCO1.CCN
frontier orbital gap = 9.7 eV

Bonds (Å) are listed after each position.
Positions of all 22 atoms, in Å:
1 C -1.485 -0.886 -1.750  O2 1.407, O6 1.407, H7 1.107, H8 1.107
2 O -1.126 -1.294 -0.452  C1 1.407, C3 1.407
3 C -1.498 -0.292 0.464  O2 1.407, O4 1.407, H9 1.107, H10 1.107
4 O -0.899 0.944 0.156  C3 1.407, C5 1.407
5 C -1.261 1.316 -1.152  O4 1.407, O6 1.407, H11 1.107, H12 1.107
6 O -0.886 0.341 -2.095  C1 1.407, C5 1.407
7 H -2.586 -0.815 -1.841  C1 1.107
8 H -1.137 -1.656 -2.465  C1 1.107
9 H -1.160 -0.600 1.472  C3 1.107
10 H -2.600 -0.189 0.496  C3 1.107
11 H -0.739 2.260 -1.402  C5 1.107
12 H -2.350 1.509 -1.210  C5 1.107
13 C 2.575 0.037 0.266  C14 1.529, H16 1.103, H17 1.103, H18 1.103
14 C 1.492 -0.648 1.100  C13 1.529, N15 1.464, H19 1.107, H20 1.107
15 N 0.738 0.233 1.994  C14 1.464, H21 1.026, H22 1.026
16 H 2.126 0.814 -0.375  C13 1.103
17 H 3.093 -0.694 -0.377  C13 1.103
18 H 3.319 0.513 0.927  C13 1.103
19 H 0.763 -1.136 0.425  C14 1.107
20 H 1.953 -1.437 1.725  C14 1.107
21 H 0.288 0.977 1.451  N15 1.026
22 H 1.379 0.702 2.643  N15 1.026


# 2
Density functional theory data (wB97M-V/def2-TZVPD) for one molecule with the formula C5H13NOS at a distorted geometry.

Results
net charge = 0
relative energy (zero: lowest compared OMol25 entry of this formula, charge and spin) = 0.942 eV
DFT total energy = -19768.160 eV
LUMO energy = 0.02854 Ha
SMILES = CSCC[C@@H](N)CO
frontier orbital gap = 9.1 eV

Bonds (Å) are listed after each position.
Positions of all 21 atoms, in Å:
1 C 0.742 0.931 2.998  S2 1.827, H9 1.084, H10 1.087, H11 1.085
2 S -0.425 2.066 2.170  C1 1.827, C3 1.813
3 C -1.099 0.985 0.879  S2 1.813, C4 1.542, H12 1.091, H13 1.090
4 C -0.053 0.583 -0.180  C3 1.542, C5 1.538, H14 1.086, H15 1.079
5 C -0.408 -0.792 -0.769  C4 1.538, N6 1.447, C7 1.535, H16 1.086
6 N -1.468 -0.582 -1.732  C5 1.447, H17 1.009, H18 1.010
7 C 0.867 -1.374 -1.395  C5 1.535, O8 1.434, H19 1.087, H20 1.091
8 O 1.060 -0.618 -2.598  C7 1.434, H21 0.959
9 H 0.319 0.543 3.917  C1 1.084
10 H 1.590 1.544 3.292  C1 1.087
11 H 1.048 0.172 2.285  C1 1.085
12 H -1.854 1.627 0.426  C3 1.091
13 H -1.670 0.184 1.348  C3 1.090
14 H -0.137 1.321 -0.973  C4 1.086
15 H 0.931 0.625 0.260  C4 1.079
16 H -0.797 -1.466 -0.010  C5 1.086
17 H -1.188 0.033 -2.480  N6 1.009
18 H -1.842 -1.439 -2.116  N6 1.010
19 H 1.700 -1.141 -0.736  C7 1.087
20 H 0.741 -2.427 -1.647  C7 1.091
21 H 1.943 -0.774 -2.940  O8 0.959


It is found that the HOMO values, taken in the order of the records, are -8.807, -8.313 eV.